Record 1
ORCA calculation (wB97M-V/def2-TZVPD) on a single C4H8O2S molecule.

Calculated values
* SMILES string: CC1OCSCO1
* LUMO: 0.921 eV
* frontier orbital gap: 10.15 eV
* highest occupied orbital energy: -9.232 eV

Cartesian coordinates (Å):
H1 0.57 -2.33 -0.98
H2 -2.14 0.04 1.31
C1 -1.07 0.10 1.85
C2 -0.07 0.16 0.74
H3 -0.21 1.96 -1.91
O1 -0.36 1.24 -0.15
H4 1.07 0.21 0.96
S1 0.06 -0.32 -2.37
H5 1.33 1.25 -1.13
H6 -0.93 1.04 2.43
O2 -0.01 -1.06 0.15
H7 1.86 -1.18 -0.95
H8 -1.16 -0.90 2.51
C3 0.28 1.12 -1.42
C4 0.78 -1.33 -1.03

Record 2
ORCA calculation (wB97M-V/def2-TZVPD) on C22H30Cl2N12O2PPtS2 as an isolated structure.

Calculated values
* net charge: +3
* LUMO (spin up / spin down): -10.230 / -10.231 eV
* frontier orbital gap (spin up / spin down): 5.44 / 5.44 eV
* highest occupied orbital energy (spin up / spin down): -15.667 / -15.667 eV

Cartesian coordinates (Å):
H1 0.93 -4.21 -2.54
C1 -1.68 -2.05 -0.92
C2 -0.20 7.05 0.68
C3 -0.98 -4.65 -0.28
C4 0.16 -3.44 -2.48
H2 -4.92 3.14 -0.17
N1 -1.04 -3.90 -3.11
C5 -3.12 -3.94 -1.25
H3 -2.48 -5.90 -0.95
H4 -4.24 3.68 -2.47
H5 3.69 0.27 2.73
H6 1.41 7.98 -0.45
Cl1 0.37 2.36 -1.74
Cl2 -3.47 2.14 2.04
N2 -0.75 1.81 0.91
N3 4.40 0.94 0.98
C6 2.41 -3.21 4.14
C7 -0.69 -1.21 4.37
C8 0.29 -2.13 4.72
P1 -0.08 -3.01 -0.66
C9 0.90 7.02 -0.38
H7 -3.46 -3.77 -0.22
N4 2.20 -0.73 -1.16
C10 -2.09 -2.91 -3.14
N5 3.49 1.00 2.05
N6 0.51 -0.61 2.41
C11 -1.51 -5.15 -2.65
H8 3.57 1.90 2.53
C12 -3.89 3.01 -0.47
H9 0.50 6.77 -1.37
H10 4.62 -0.31 -1.99
H11 -3.97 -4.30 -1.84
H12 5.35 1.29 1.10
N7 1.82 5.98 0.04
H13 -1.56 -1.07 5.00
H14 -1.88 3.41 -3.17
C13 -2.98 2.53 0.45
H15 -1.41 -4.58 0.72
C14 1.37 -2.29 3.85
C15 -2.18 3.14 -2.16
H16 0.22 -2.70 5.63
O1 0.97 -0.83 -1.09
C16 4.03 0.39 -0.18
N8 4.89 0.22 -1.17
H17 -2.16 -1.88 0.04
H18 -1.70 -1.96 -3.51
C17 -1.26 2.64 -1.27
N9 -2.06 -5.02 -1.23
N10 -2.61 -2.73 -1.79
H19 0.07 7.66 1.54
S1 -0.33 5.31 1.25
C18 1.31 4.99 0.76
N11 3.28 -3.92 4.36
C19 -1.61 2.29 0.09
N12 2.72 0.08 -0.25
S2 2.18 3.63 1.19
H20 -2.33 -5.49 -3.29
H21 -1.43 -1.08 -1.34
H22 -2.89 -3.25 -3.81
C20 1.43 -1.51 2.69
H23 2.78 5.97 -0.28
C21 -0.54 -0.46 3.21
H24 -0.71 -5.89 -2.65
H25 -1.28 0.27 2.92
H26 -0.24 -5.45 -0.26
O2 2.88 -1.36 -1.93
H27 -1.16 7.37 0.28
H28 5.86 0.48 -1.08
C22 -3.50 3.32 -1.77
H29 0.53 -2.55 -3.00
H30 2.24 -1.64 1.98
Pt1 1.03 1.08 0.81

Record 3
ORCA calculation (wB97M-V/def2-TZVPD) on a single C3H9NO molecule.

Calculated values
* SMILES string: C[C@@H](O)CN
* LUMO: 1.007 eV
* frontier orbital gap: 10.20 eV
* highest occupied orbital energy: -9.198 eV

Cartesian coordinates (Å):
O1 -0.16 0.03 -1.62
H1 1.31 2.27 -0.19
H2 -0.37 1.28 0.84
C1 0.49 0.62 0.67
C2 -1.16 -1.22 0.23
H3 -1.04 0.44 -1.62
H4 2.13 0.92 -0.51
N1 1.62 1.41 0.23
H5 -2.06 -0.71 -0.10
H6 -1.23 -2.23 -0.16
H7 0.67 0.11 1.62
C3 0.06 -0.48 -0.31
H8 0.90 -1.18 -0.39
H9 -1.16 -1.26 1.31

Record 4
ORCA calculation (wB97M-V/def2-TZVPD) on an isolated ion of composition C3H6N and charge +1.

Calculated values
* net charge: +1
* SMILES string: CC#[N+]C
* LUMO: -4.169 eV
* frontier orbital gap: 13.08 eV
* highest occupied orbital energy: -17.247 eV

Cartesian coordinates (Å):
C1 1.95 0.03 -0.01
C2 -1.98 -0.03 -0.04
H1 -2.25 0.74 0.69
H2 2.30 -1.11 0.04
N1 -0.60 -0.03 0.07
H3 -2.50 -0.87 0.35
H4 -2.22 0.49 -0.91
H5 2.46 0.55 0.87
C3 0.55 0.02 -0.04
H6 2.56 0.35 -0.84

Record 5
ORCA calculation (wB97M-V/def2-TZVPD) on C2H8N4O2Rb as an isolated structure.

Calculated values
* net charge: +1
* LUMO: -3.128 eV
* frontier orbital gap: 10.15 eV
* highest occupied orbital energy: -13.280 eV

Cartesian coordinates (Å):
N1 3.16 -0.48 0.44
H1 0.43 0.49 -0.70
H2 3.59 -1.21 0.99
H3 -3.46 1.54 -0.34
H4 -3.23 0.38 -1.68
H5 -2.00 1.51 1.32
H6 2.06 0.90 -1.05
C1 -1.89 0.24 -0.32
O1 1.20 -1.25 1.05
H7 -0.72 0.29 1.25
N2 1.41 0.43 -0.44
N3 -2.99 0.75 -0.77
O2 -1.38 -0.71 -0.85
C2 1.88 -0.49 0.39
Rb1 -0.26 -3.36 -0.12
N4 -1.53 0.75 0.85
H8 3.72 0.23 -0.01

Record 6
ORCA calculation (wB97M-V/def2-TZVPD) on C4H10O as an isolated structure.

Calculated values
* LUMO: 0.822 eV
* frontier orbital gap: 8.80 eV
* highest occupied orbital energy: -7.978 eV

Cartesian coordinates (Å):
H1 2.58 1.25 -1.19
H2 -1.15 -0.99 2.24
H3 1.33 0.42 -2.14
H4 -1.64 -1.71 -0.73
C1 0.60 1.40 -0.36
C2 1.67 0.65 -1.13
O1 -0.63 0.67 -0.30
H5 0.34 2.34 -0.86
H6 -1.26 -1.79 1.59
H7 0.21 -0.45 1.18
H8 1.92 -0.30 -0.63
H9 0.92 1.63 0.66
C3 -0.69 -0.33 0.58
C4 -1.62 -1.40 0.32
H10 -2.63 -1.33 0.72

Record 7
ORCA calculation (wB97M-V/def2-TZVPD) on C2H6InO2 as an isolated structure.

Calculated values
* net charge: +1
* LUMO: -9.607 eV
* frontier orbital gap: 2.51 eV
* highest occupied orbital energy: -12.118 eV

Cartesian coordinates (Å):
C1 20.07 -27.92 21.42
C2 18.21 -20.48 22.60
H1 19.29 -27.93 20.66
H2 21.01 -28.07 20.84
H3 20.01 -28.88 21.96
O1 20.12 -26.83 22.20
H4 18.69 -19.54 22.83
O2 19.05 -21.54 22.55
H5 17.59 -20.37 21.69
In1 19.99 -24.17 23.25
H6 17.43 -20.69 23.37

One value per record, in order, for energy relative to the best compared isomer or geometry (same formula, charge and spin): 2.689, 3.156, 0.790, 0.471, 0.720, 5.403, 3.245 eV.
One value per record, in order, for max |F|: 3.4, 2.6, 0.6, 5.0, 4.3, 0.3, 1.4 eV/A.